Molecular formula: C28H55F7NbO9
Method: DFT, ωB97M-V with the def2-TZVPD basis set

Geometry as ORCA input:
```
! RIJCOSX wB97M-V def2-TZVPD def2/J DEFGRID3
* xyz -1 1
F 0.26 -0.10 3.87
C 0.39 -1.46 3.60
F 0.15 -2.15 4.78
C -0.62 -1.91 2.53
F -0.11 -3.17 2.16
F -0.37 -1.09 1.42
Nb -2.89 -2.02 3.12
C -5.17 -2.02 3.32
O -5.99 -0.85 2.99
C -5.97 0.20 3.82
F -5.02 1.17 3.50
F -5.77 -0.13 5.14
F -7.19 0.83 3.76
H 1.41 -1.66 3.27
H -2.42 -0.94 4.52
H -3.23 -0.53 2.11
H -2.84 -3.18 1.68
H -2.86 -3.45 4.28
H -5.50 -2.76 2.58
H -5.49 -2.40 4.30
C 1.64 -1.79 -0.87
C 1.13 -1.70 -2.29
O 0.38 -2.52 -2.76
C 1.63 -0.55 -3.13
H 1.20 -2.65 -0.38
H 2.73 -1.88 -0.88
H 1.37 -0.89 -0.31
H 2.72 -0.60 -3.21
H 1.37 0.40 -2.68
H 1.20 -0.61 -4.13
C 5.55 -0.64 4.53
C 4.67 -0.91 3.34
O 3.61 -1.47 3.45
C 5.18 -0.46 1.99
H 5.07 -1.02 5.43
H 6.51 -1.13 4.40
H 5.72 0.43 4.64
H 6.10 -1.00 1.76
H 5.37 0.61 1.98
H 4.43 -0.70 1.24
C -0.77 3.59 0.53
C 0.42 2.67 0.52
O 0.94 2.32 -0.52
C 0.92 2.19 1.85
H -1.04 3.87 -0.48
H -1.62 3.09 1.00
H -0.54 4.49 1.10
H 0.14 1.66 2.39
H 1.23 3.05 2.45
H 1.77 1.53 1.71
C -9.65 1.75 5.40
C -10.98 1.70 6.12
O -11.22 0.89 6.98
C -12.01 2.73 5.70
H -9.00 0.98 5.77
H -9.80 1.61 4.33
H -9.18 2.73 5.56
H -12.24 2.62 4.64
H -11.62 3.74 5.87
H -12.91 2.59 6.29
C -3.96 7.51 0.69
C -2.82 6.96 -0.13
O -2.82 5.82 -0.53
C -1.67 7.90 -0.42
H -4.71 6.74 0.83
H -3.59 7.84 1.67
H -4.40 8.37 0.19
H -1.22 8.24 0.51
H -2.03 8.77 -0.97
H -0.92 7.38 -1.01
C 2.99 -4.32 2.25
C 3.92 -3.98 1.12
O 4.97 -3.40 1.30
C 3.47 -4.39 -0.27
H 3.42 -3.97 3.19
H 2.02 -3.84 2.10
H 2.84 -5.40 2.30
H 2.52 -3.91 -0.50
H 3.34 -5.47 -0.32
H 4.22 -4.08 -1.00
C 4.82 -3.62 -5.58
C 3.89 -2.45 -5.80
O 4.32 -1.32 -5.86
C 2.43 -2.77 -5.93
H 5.84 -3.27 -5.49
H 4.54 -4.15 -4.66
H 4.74 -4.32 -6.41
H 2.06 -3.26 -5.03
H 2.26 -3.42 -6.79
H 1.87 -1.85 -6.08
C 5.40 -0.38 -8.68
C 5.11 -0.85 -10.08
O 4.09 -1.43 -10.36
C 6.16 -0.56 -11.13
H 4.58 -0.64 -8.02
H 6.32 -0.85 -8.31
H 5.54 0.70 -8.67
H 7.11 -1.03 -10.85
H 6.32 0.52 -11.21
H 5.84 -0.95 -12.09
*
```

Computed properties:
Highest occupied orbital energy in Eh: -0.208
Lowest unoccupied orbital energy in eV: 2.00
Strongest force on any atom in hartree/bohr: 0.033
Electronic energy in eV: -68923.275